No. 1
DFT (ωB97M-V with the def2-TZVPD basis set) results for a 2-piece molecular cluster, C3H9NSi overall.

CARTESIAN COORDINATES (ANGSTROEM)
H: -2.148 1.129 0.875
H: -0.416 -0.023 -2.132
Si: 0.993 -1.791 -1.366
C: -1.462 1.798 1.373
H: -1.935 2.685 1.770
H: 0.777 0.589 -1.167
N: 0.259 -0.240 -1.417
C: -0.120 1.975 0.771
H: -0.068 0.185 2.036
H: 1.667 -1.858 -0.070
H: -0.119 -2.738 -1.458
H: 0.127 1.738 2.940
C: -0.252 1.249 2.054
H: 1.954 -2.061 -2.440

The calculation puts the energy relative to the best compared isomer or geometry (same formula, charge and spin) at 93.9 kcal/mol. The value obtained for the gap between HOMO and LUMO is 8.7 eV. As for the max |F|: 0.52 eV Å⁻¹. Its total energy is -463.78345 Ha. Its LUMO energy is -0.3163 eV.

Here are the Löwdin charges for atoms 1 to 6, given in e:
1. H 0.096
2. H 0.016
3. Si 0.477
4. C -0.229
5. H 0.096
6. H -0.014

No. 2
DFT (ωB97M-V with the def2-TZVPD basis set) results for a 2-piece molecular cluster, C4H14N2O overall at a distorted geometry.

CARTESIAN COORDINATES (ANGSTROEM)
H: -0.681 -1.396 -1.651
H: -0.987 -0.943 0.942
H: -0.044 1.026 1.912
H: 2.408 -0.208 1.038
H: 2.025 -3.095 -0.732
H: -2.342 1.827 -1.606
C: -0.624 -0.136 0.274
N: -1.888 0.739 0.221
O: 2.657 -2.573 -0.231
C: 0.472 0.606 1.010
C: -1.726 1.864 -0.701
H: 2.029 -2.163 0.397
H: -2.622 0.096 -0.084
H: 0.906 -0.866 -1.207
H: -0.172 0.248 -1.774
H: -0.688 2.137 -0.838
H: -2.226 2.752 -0.268
H: 0.815 1.523 0.515
H: 1.326 -0.462 2.427
N: 1.500 -0.347 1.446
C: -0.137 -0.628 -1.090

The calculation puts the energy relative to the best compared isomer or geometry (same formula, charge and spin) at 43.5 kcal/mol. The value obtained for the gap between HOMO and LUMO is 9.9 eV. The structure (SMILES) is CN[C@@H](C)CN.O. As for the max |F|: 2.35 eV Å⁻¹. Its total energy is -345.50690 Ha. Its LUMO energy is 0.9810 eV.

Here are the Löwdin charges for atoms 1 to 6, given in e:
1. H 0.078
2. H 0.136
3. H 0.124
4. H 0.077
5. H 0.026
6. H 0.076

No. 3
DFT (ωB97M-V with the def2-TZVPD basis set) results for one molecule with the formula C22H27N3O3S.

CARTESIAN COORDINATES (ANGSTROEM)
H: 2.020 1.742 0.324
H: -1.708 0.852 0.713
O: 6.486 1.682 0.120
C: 3.960 -0.989 -0.070
C: 2.800 -0.235 0.068
H: -2.887 1.950 -1.431
C: -0.394 -5.033 -1.085
C: 7.705 0.980 -0.004
H: -0.450 -5.018 -2.173
H: 8.795 2.527 1.014
O: 0.069 0.758 0.418
H: -3.215 3.903 -2.701
N: -2.476 0.169 0.697
H: 9.792 1.495 -0.025
H: -2.134 2.944 -0.165
H: 1.655 -1.909 -0.091
C: 0.409 -3.802 -0.602
C: 4.152 1.742 0.229
C: -2.057 -1.090 0.363
H: 1.019 -4.059 0.271
C: -4.798 3.988 0.182
H: -2.584 -5.207 -1.209
C: -4.072 1.912 1.219
H: -5.015 1.956 1.768
S: -3.185 -2.390 0.240
H: 7.805 0.247 0.809
C: 0.318 -0.428 0.200
H: -5.841 3.910 0.494
H: -4.699 5.694 -1.182
N: 1.577 -0.912 0.042
C: -3.251 4.105 -1.632
H: 0.080 -5.966 -0.785
H: -5.402 4.216 -1.862
C: -0.739 -1.438 0.105
C: 5.208 -0.393 -0.058
H: -2.484 4.845 -1.403
H: -3.261 2.317 1.857
H: 4.247 2.809 0.344
O: -4.633 -0.415 0.852
C: -1.816 -4.894 -0.502
C: 2.910 1.146 0.217
N: -4.236 2.664 -0.005
C: -4.633 4.608 -1.198
H: 3.892 -2.062 -0.188
C: 8.833 1.997 0.066
H: 7.738 0.444 -0.964
C: -3.785 0.454 0.910
H: 6.083 -1.014 -0.167
H: 8.730 2.720 -0.738
C: -0.667 -2.823 -0.226
C: -3.027 2.831 -0.800
C: 5.317 0.986 0.093
H: -1.937 -5.487 0.408
H: 1.066 -3.439 -1.395
C: -1.877 -3.439 -0.189
H: -4.244 4.571 0.940

The calculation puts the energy relative to the best compared isomer or geometry (same formula, charge and spin) at 45.0 kcal/mol. The value obtained for the gap between HOMO and LUMO is 8.3 eV. The structure (SMILES) is CCOc1ccc(NC(=O)c2c(NC(=O)CN3CCCC3)sc3c2CCC3)cc1. As for the max |F|: 0.81 eV Å⁻¹. Its total energy is -1642.73822 Ha. Its LUMO energy is 0.6515 eV.

Here are the Löwdin charges for atoms 1 to 6, given in e:
1. H 0.100
2. H 0.113
3. O -0.054
4. C -0.022
5. C -0.219
6. H 0.120

No. 4
DFT (ωB97M-V with the def2-TZVPD basis set) results for a 2-piece molecular cluster, C4H7BrN4 overall at a distorted geometry.

CARTESIAN COORDINATES (ANGSTROEM)
C: -0.405 -0.019 0.357
H: 1.865 1.311 2.024
N: -0.374 -0.425 -0.908
H: 1.994 1.855 0.407
C: -1.058 -0.976 1.090
N: 0.185 1.868 0.903
N: 1.463 1.868 1.285
H: -0.372 0.167 -2.964
C: -1.271 -2.030 0.196
H: 1.186 -0.794 -2.311
Br: -1.202 -1.096 2.915
N: -0.942 -1.704 -1.012
H: -1.865 -2.923 0.261
C: 0.330 0.061 -2.108
H: 0.803 1.013 -1.897
H: -0.339 1.824 1.763

The calculation puts the energy relative to the best compared isomer or geometry (same formula, charge and spin) at 39.1 kcal/mol. The value obtained for the gap between HOMO and LUMO is 8.9 eV. As for the max |F|: 3.80 eV Å⁻¹. Its total energy is -2949.49558 Ha. Its LUMO energy is 0.3401 eV.

Here are the Löwdin charges for atoms 1 to 6, given in e:
1. C -0.127
2. H 0.096
3. N -0.197
4. H 0.094
5. C -0.777
6. N 0.015

No. 5
DFT (ωB97M-V with the def2-TZVPD basis set) results for one molecule with the formula C5H7Cl at a distorted geometry.

CARTESIAN COORDINATES (ANGSTROEM)
C: 0.419 -0.727 0.771
H: 0.784 -1.705 2.672
H: 1.034 1.677 0.337
Cl: -0.248 2.697 -1.449
H: -0.463 0.123 -2.073
H: 2.100 -1.727 1.391
H: -0.671 -1.553 -1.282
H: -2.029 -0.258 -1.220
C: -0.026 1.583 0.010
C: 1.081 -1.525 1.647
C: -0.969 -0.527 -1.293
C: -0.234 0.034 -0.110
H: -0.778 1.909 0.600

The calculation puts the energy relative to the best compared isomer or geometry (same formula, charge and spin) at 52.6 kcal/mol. The value obtained for the gap between HOMO and LUMO (spin up / spin down) is 5.7 / 6.7 eV. As for the max |F|: 5.26 eV Å⁻¹. Its total energy is -654.64702 Ha. Its multiplicity is 3. Its LUMO energy (spin up / spin down) is 0.8308 / -2.7110 eV.

Here are the Löwdin charges for atoms 1 to 6, given in e:
1. C -0.032
2. H 0.044
3. H 0.090
4. Cl 0.461
5. H 0.084
6. H 0.028

No. 6
DFT (ωB97M-V with the def2-TZVPD basis set) results for C35H35CoN4O3PS2 as an isolated structure.

CARTESIAN COORDINATES (ANGSTROEM)
O: -0.049 2.533 0.655
H: 3.496 1.126 4.214
N: 2.377 1.325 -3.269
H: 2.896 -5.338 1.744
H: 2.673 1.155 -1.212
H: 1.256 -6.191 -2.113
H: -6.892 -1.833 0.743
H: -0.716 3.631 -3.038
N: 0.808 2.790 -4.177
C: -4.748 -0.121 3.446
H: 4.139 1.021 -2.196
C: -1.244 -1.344 2.313
C: 2.016 -3.690 0.732
C: 0.227 -1.434 -1.727
C: -0.443 3.895 0.457
H: 2.444 3.351 4.384
C: 2.393 -5.006 0.845
C: 2.758 1.432 3.484
C: 1.396 2.683 -5.500
H: 2.834 -0.417 2.374
H: 3.321 0.021 -4.563
H: -7.557 -1.976 3.120
O: -0.209 -0.251 -1.980
H: 0.294 0.193 5.499
C: 2.401 0.569 2.461
C: 1.479 -5.498 -1.310
C: -1.041 0.492 3.852
C: -5.889 -0.814 3.810
C: -6.663 -1.434 2.838
C: -1.597 -0.054 2.700
C: 1.355 -3.227 -0.425
C: 1.995 1.304 -5.682
H: 2.156 3.460 -5.653
C: 1.225 3.102 2.648
C: -0.139 -0.243 4.607
H: 0.603 2.858 -6.229
H: -0.074 -3.080 2.756
C: -0.250 3.766 -4.008
C: 0.406 -3.699 -2.622
C: 0.211 -1.528 4.217
P: -2.838 0.889 1.733
C: 2.168 2.684 3.579
C: 3.080 0.758 -2.134
C: -4.363 -0.047 2.109
C: 1.084 -4.155 -1.450
H: -6.177 -0.869 4.852
H: -1.316 1.500 4.139
S: -3.002 2.727 2.410
C: 0.877 2.240 1.626
H: -4.153 0.379 4.202
C: -6.290 -1.355 1.506
H: -0.520 -2.069 -3.634
C: 2.128 -5.924 -0.180
C: 1.320 2.150 -3.093
N: 0.978 0.175 0.465
C: -5.140 -0.667 1.140
H: 0.918 -2.100 4.805
H: 0.434 4.494 0.207
H: 0.205 -4.417 -3.409
H: 3.873 1.689 -4.693
Co: -0.264 1.109 -0.704
H: -1.001 3.624 -4.786
H: -1.146 3.877 -0.370
H: 2.213 -2.996 1.536
H: 1.202 0.555 -5.645
C: -0.345 -2.079 3.069
N: 1.361 -1.021 0.434
H: -0.956 4.255 1.343
H: 0.139 4.786 -4.078
H: 2.986 -0.329 -2.128
H: 2.429 -6.958 -0.075
H: -1.671 -1.769 1.412
H: -4.846 -0.613 0.101
O: 0.817 2.347 -1.965
H: 2.493 1.226 -6.648
C: 0.007 -2.416 -2.755
C: 0.941 -1.847 -0.572
C: 2.984 1.060 -4.563
S: -2.468 0.540 -0.248
H: 0.757 4.071 2.738
C: 1.451 0.968 1.533

The calculation puts the energy relative to the best compared isomer or geometry (same formula, charge and spin) at 0.0 kcal/mol. The value obtained for the gap between HOMO and LUMO (spin up / spin down) is 6.9 / 6.8 eV. As for the max |F|: 0.33 eV Å⁻¹. Its total energy is -4320.07652 Ha. Its multiplicity is 2. Its LUMO energy (spin up / spin down) is -0.5602 / -0.5471 eV.

Here are the Löwdin charges for atoms 1 to 6, given in e:
1. O -0.236
2. H 0.105
3. N -0.063
4. H 0.102
5. H 0.075
6. H 0.110

No. 7
DFT (ωB97M-V with the def2-TZVPD basis set) results for a 2-piece molecular cluster, C6H13O2 overall at a distorted geometry.

CARTESIAN COORDINATES (ANGSTROEM)
H: -0.932 -2.256 -1.658
H: 0.426 -2.034 -2.895
C: -0.130 0.004 2.297
H: 0.536 0.603 2.804
O: -1.117 2.918 0.629
H: 2.161 0.415 -1.028
C: -0.291 -1.519 -2.291
H: 0.360 -0.491 1.495
C: 0.376 -0.491 -1.306
H: -2.172 0.865 2.648
H: 1.900 -0.503 -2.569
H: 2.441 -1.276 -1.176
C: 1.863 -0.436 -1.572
H: 0.007 -0.469 -0.252
O: 0.314 2.396 2.245
H: -1.889 0.426 0.964
H: -0.746 -0.736 2.881
C: -0.664 2.249 1.539
C: -1.482 0.795 1.828
H: -0.858 -0.881 -2.971
H: -0.104 0.421 -1.613

As for the charge: -1. The calculation puts the energy relative to the best compared isomer or geometry (same formula, charge and spin) at 62.8 kcal/mol. The value obtained for the gap between HOMO and LUMO is 7.0 eV. As for the max |F|: 6.43 eV Å⁻¹. Its total energy is -386.85940 Ha. Its LUMO energy is 3.5244 eV.

Here are the Löwdin charges for atoms 1 to 6, given in e:
1. H 0.094
2. H 0.035
3. C -0.119
4. H 0.010
5. O -0.072
6. H 0.065

No. 8
DFT (ωB97M-V with the def2-TZVPD basis set) results for C41H34N9S3SbSe4V as an isolated structure at a distorted geometry.

CARTESIAN COORDINATES (ANGSTROEM)
C: 3.020 0.968 -2.899
N: 5.323 -2.742 -0.916
N: 5.461 2.608 0.289
H: -4.471 5.119 -2.020
H: -4.018 2.695 -2.047
N: 3.073 4.335 3.705
C: 3.245 3.569 2.870
H: 0.234 1.706 -1.102
V: 0.782 -0.639 1.010
H: -1.221 1.545 3.979
C: -2.002 1.881 3.273
Sb: 0.224 -0.845 5.370
S: -0.018 -1.017 -1.065
C: -3.058 5.515 -0.459
H: -2.872 -2.381 3.394
C: 0.240 -2.515 -1.890
H: 7.453 -0.523 -4.264
H: 7.292 -1.320 -1.941
C: 2.450 1.792 1.501
C: 5.582 -1.386 -4.857
C: 0.964 -2.521 -3.081
H: -4.044 1.352 2.747
C: -4.999 -2.156 1.735
C: -1.240 0.612 1.362
C: 3.427 2.656 1.821
C: 6.593 -1.100 -3.952
H: -8.345 -1.946 1.379
C: -0.146 -4.874 -2.074
H: -6.332 -2.635 0.131
N: 2.106 -0.162 -0.965
H: 1.859 3.723 -4.479
C: -4.863 -1.669 3.030
C: 2.040 0.853 -1.913
C: -3.481 -1.494 3.601
C: 1.017 1.799 -1.843
C: 0.574 -4.888 -3.257
H: 0.036 2.782 0.801
C: -5.995 -1.263 3.721
N: 4.293 -2.698 -0.056
H: -2.387 1.731 -0.494
C: -1.890 3.610 0.420
C: -3.221 0.974 3.371
H: -0.580 -5.780 -1.676
H: 3.547 -3.181 -2.836
C: 5.389 -2.265 -2.222
C: 4.571 2.648 1.018
C: 2.941 1.994 -3.815
H: -3.533 0.939 4.423
C: 1.127 -3.718 -3.751
H: 3.713 -2.384 -5.162
H: -5.896 -0.869 4.721
H: -1.609 5.609 1.122
C: -0.316 -3.692 -1.386
C: 3.272 -1.929 -0.196
C: 4.388 -2.575 -3.144
N: -2.858 -0.361 2.944
C: -7.243 -1.373 3.128
Se: 2.064 -0.245 6.839
C: 4.487 -2.132 -4.449
N: -1.402 1.794 1.953
C: 1.917 2.925 -3.753
H: -4.115 -2.464 1.193
H: -8.125 -1.063 3.669
C: -7.371 -1.868 1.841
C: 6.506 -1.545 -2.648
C: -3.495 3.337 -1.354
H: 0.157 3.551 -2.686
H: -3.237 6.580 -0.456
C: -3.746 4.698 -1.340
H: 0.705 -5.816 -3.795
H: -2.274 2.909 3.509
C: -0.879 3.006 1.367
Se: -0.829 -2.877 6.240
H: 3.820 0.239 -2.945
C: -2.140 4.975 0.426
C: -2.572 2.799 -0.479
H: 3.689 2.055 -4.592
H: 1.396 -1.605 -3.474
S: 2.269 -2.071 1.222
C: -1.988 -0.482 1.945
Se: 0.753 -0.804 3.042
C: -6.242 -2.256 1.140
N: 1.583 1.070 1.159
H: 1.695 -3.735 -4.671
S: -1.449 -2.025 1.382
N: 3.011 -1.067 -1.170
Se: -1.606 0.413 6.446
H: 5.653 -1.039 -5.877
C: 0.961 2.830 -2.754
H: -3.490 -1.321 4.690
H: 6.199 -2.892 -0.430
H: -0.613 3.700 2.169
H: -0.890 -3.682 -0.465

As for the charge: -1. The value obtained for the gap between HOMO and LUMO (spin up / spin down) is 5.0 / 4.9 eV. As for the max |F|: 7.40 eV Å⁻¹. Its total energy is -14059.97261 Ha. Its multiplicity is 3. Its LUMO energy (spin up / spin down) is 0.2378 / 0.2073 eV.

Here are the Löwdin charges for atoms 1 to 6, given in e:
1. C -0.003
2. N 0.001
3. N 0.138
4. H 0.099
5. H 0.105
6. N 0.140